ORCA calculation (wB97M-V/def2-TZVPD) on a cluster of 8 separate species, C51H80BrClO20 in total at a distorted geometry.

Geometry as XYZ:
```
153
Properties=species:S:1:pos:R:3:forces:R:3
C 4.1448 -6.5776 3.0442 -0.10 0.13 0.03
C 3.4718 -6.0572 2.0329 0.34 0.03 -0.36
C 2.3966 -5.0295 2.1859 -0.45 -0.23 0.18
O 1.2602 -5.3636 2.3926 0.17 0.09 0.27
O 2.7372 -3.7268 2.1398 0.09 -0.25 -0.33
C 3.4592 -3.3009 0.9625 0.41 0.44 -0.26
C 2.5520 -2.5987 -0.0678 -0.26 -0.17 0.59
C 1.1143 -2.4056 0.4187 0.00 0.14 -0.35
C 0.3691 -1.3807 -0.4641 -0.23 -0.02 0.68
C 0.3599 -0.0056 0.2347 0.01 -0.46 -0.06
C -0.6558 -0.0143 1.4050 1.08 0.19 -0.59
C -1.7846 0.9467 1.2383 -1.32 -0.53 0.44
Br -1.3037 2.8204 1.7032 0.41 -0.40 0.23
O -2.3768 1.0470 -0.0474 0.19 0.42 0.05
C -3.6505 1.5195 0.1442 0.31 0.03 0.50
O -4.3847 1.8533 -0.7091 -0.26 0.25 -0.45
O -3.9398 1.5497 1.4916 -0.40 -0.80 -0.28
C -3.0700 0.5617 2.0454 0.67 0.37 -0.64
Cl -3.6286 -1.0191 1.3283 0.06 -0.05 0.64
C -2.9553 0.5680 3.5537 -0.49 0.27 0.18
C -3.6528 -0.5379 4.3575 0.24 -0.11 0.28
C -2.6945 -1.6865 4.7267 0.00 0.00 -0.01
C -3.3912 -3.0482 4.8725 0.23 0.41 -0.76
C -3.5959 -3.6974 3.4912 -0.32 0.09 0.38
C -3.7601 -5.2155 3.5319 -0.58 0.31 -0.09
C -4.3729 -5.7609 2.2244 0.17 -0.67 0.16
C -3.4817 -6.6781 1.3470 -0.13 0.61 -0.28
C -1.9608 -6.5108 1.4379 -0.18 -0.28 -0.29
C -1.4234 -5.0868 1.1992 0.41 -0.52 0.25
O -2.2880 -4.2611 0.4486 -0.12 0.06 -0.12
C -2.1957 -4.4728 -0.9524 0.00 0.04 0.42
H 3.9682 -6.2583 4.0634 0.06 -0.02 0.02
H 4.8859 -7.3442 2.8673 0.00 -0.03 0.08
H 3.6674 -6.4061 1.0247 -0.06 0.00 -0.02
H 3.9881 -4.1336 0.4968 -0.09 -0.15 0.18
H 4.2218 -2.6023 1.2937 -0.01 0.04 0.25
H 2.5493 -3.1630 -1.0011 0.00 0.15 -0.09
H 2.9557 -1.6086 -0.2563 0.25 0.04 -0.23
H 0.5940 -3.3646 0.4463 0.00 0.08 0.04
H 1.1352 -2.0304 1.4430 -0.05 -0.14 0.08
H -0.6704 -1.7139 -0.5540 0.00 0.11 -0.30
H 0.8390 -1.3101 -1.4410 -0.16 -0.07 -0.01
H 1.3550 0.1732 0.6485 0.06 0.15 -0.16
H 0.1447 0.7974 -0.4696 -0.03 0.07 0.05
H -0.1336 0.2359 2.3279 -0.18 0.08 0.10
H -1.0358 -1.0290 1.5261 -0.25 0.07 -0.01
H -3.3404 1.5425 3.8602 0.09 0.06 -0.02
H -1.8953 0.5528 3.8084 0.06 0.10 -0.06
H -4.0118 -0.0819 5.2827 -0.11 -0.05 -0.01
H -4.5266 -0.9380 3.8526 -0.04 0.10 -0.16
H -2.1671 -1.4387 5.6520 0.00 0.11 -0.02
H -1.9282 -1.7468 3.9464 0.06 -0.18 0.04
H -2.7986 -3.7093 5.5058 -0.08 0.01 0.15
H -4.3754 -2.8598 5.3079 0.06 -0.33 0.36
H -2.8100 -3.3750 2.8111 0.10 -0.18 -0.07
H -4.5270 -3.2952 3.0824 0.04 0.05 -0.13
H -2.8375 -5.7283 3.8072 0.10 0.07 -0.06
H -4.4707 -5.4131 4.3402 0.09 -0.11 0.08
H -5.2506 -6.3548 2.4926 -0.04 0.04 -0.05
H -4.7590 -4.9435 1.6177 0.18 0.17 0.03
H -3.7466 -7.7224 1.5180 0.18 -0.06 0.14
H -3.7599 -6.4808 0.3073 -0.06 -0.09 -0.01
H -1.6003 -6.8955 2.3933 0.14 0.18 0.03
H -1.5270 -7.1745 0.6828 -0.03 -0.07 0.03
H -1.2076 -4.6189 2.1587 -0.24 0.27 -0.13
H -0.4499 -5.1659 0.6999 -0.14 0.05 0.03
H -3.2019 -4.4115 -1.3658 0.02 0.08 -0.12
H -1.7801 -5.4566 -1.1822 -0.03 -0.04 -0.03
H -1.5525 -3.7056 -1.3934 -0.02 -0.02 -0.14
O 2.4656 -0.8037 -2.7180 0.36 -0.02 -0.48
C 2.3679 0.1832 -3.3959 -0.15 0.23 0.54
C 1.3135 1.2632 -3.2786 -0.08 0.08 -0.51
C 1.4285 1.9842 -4.6195 -0.17 -0.04 0.05
C 2.8963 1.7749 -4.9538 -0.08 0.20 -0.12
O 3.2343 0.4875 -4.3834 0.05 0.00 -0.08
H 1.5651 1.9196 -2.4443 0.00 -0.28 0.04
H 0.3315 0.8191 -3.1259 0.04 -0.02 0.23
H 1.1486 3.0363 -4.5852 0.09 0.02 0.05
H 0.7958 1.4900 -5.3544 0.04 0.09 -0.04
H 3.5242 2.5399 -4.4990 -0.03 -0.11 0.06
H 3.0898 1.7399 -6.0248 0.06 -0.15 0.02
O -1.7170 0.1580 -7.8743 0.03 0.08 0.10
C -1.0294 -0.6269 -7.2942 -0.08 -0.01 -0.30
C -1.1648 -2.1366 -7.2605 0.13 -0.03 0.43
C -0.2813 -2.5263 -6.0781 -0.10 -0.04 -0.07
C 0.7526 -1.4082 -6.0739 0.04 -0.17 0.05
O 0.0567 -0.2463 -6.5694 -0.02 -0.21 0.05
H -0.7891 -2.5350 -8.2042 -0.06 0.01 -0.04
H -2.2048 -2.4214 -7.1302 -0.04 0.04 -0.19
H 0.1627 -3.5162 -6.1579 0.05 0.03 -0.03
H -0.8639 -2.4917 -5.1561 0.03 0.00 0.01
H 1.5922 -1.6135 -6.7410 0.00 0.00 -0.01
H 1.1375 -1.2072 -5.0780 -0.01 0.14 -0.06
O 1.3641 3.2386 -0.6803 -0.38 0.30 -0.05
C 1.4241 4.1772 -1.4310 0.05 0.13 0.23
C 0.5253 5.3925 -1.5047 0.05 -0.03 -0.39
C 0.8785 5.9777 -2.8718 -0.03 -0.02 0.07
C 2.3266 5.5296 -3.0445 -0.12 0.20 -0.14
O 2.4049 4.2698 -2.3514 -0.05 -0.08 -0.04
H 0.7892 6.0731 -0.6930 -0.07 -0.01 0.03
H -0.5188 5.1023 -1.4156 0.02 -0.01 0.20
H 0.7535 7.0560 -2.9383 0.05 0.01 0.04
H 0.2558 5.5174 -3.6409 0.01 0.01 -0.02
H 3.0392 6.2152 -2.5830 0.00 0.00 0.02
H 2.6096 5.3799 -4.0827 0.10 -0.15 0.05
O -7.6749 -1.9387 5.3967 0.05 -0.06 -0.07
C -7.7844 -1.1225 4.5309 -0.02 0.12 0.23
C -8.8707 -0.0731 4.3693 0.00 -0.04 -0.46
C -8.6906 0.3756 2.9183 -0.08 -0.06 0.17
C -7.2028 0.1345 2.7035 -0.02 0.15 -0.25
O -6.8771 -0.9936 3.5313 -0.10 -0.07 0.00
H -8.6750 0.7341 5.0768 -0.03 -0.03 0.06
H -9.8473 -0.5053 4.5667 0.03 0.02 0.19
H -8.9887 1.4034 2.7236 0.06 0.02 0.03
H -9.2699 -0.2736 2.2603 0.02 0.01 -0.02
H -6.5958 0.9870 3.0188 0.01 -0.02 0.01
H -6.9563 -0.1082 1.6724 0.12 -0.06 0.05
O 0.3703 9.3449 1.9418 0.06 -0.05 -0.11
C 0.2326 8.1983 2.2443 -0.13 0.19 0.19
C 0.2931 7.5846 3.6314 0.20 -0.37 -0.16
C 0.4519 6.0943 3.3329 0.00 0.09 0.09
C -0.2531 5.9685 1.9892 0.03 -0.10 0.11
O -0.0400 7.2301 1.3308 0.06 -0.04 -0.04
H -0.6434 7.8049 4.1457 0.02 0.07 0.02
H 1.1259 7.9982 4.1926 -0.11 0.17 0.04
H 0.0376 5.4365 4.0940 -0.05 0.00 -0.03
H 1.5101 5.8531 3.2192 -0.01 -0.03 -0.01
H -1.3289 5.8129 2.0983 -0.01 0.03 0.00
H 0.1567 5.1747 1.3691 0.01 0.07 -0.10
O 4.7875 0.2981 1.0772 0.11 -0.18 0.12
C 4.6697 1.4849 0.9785 -0.35 -0.15 -0.33
C 4.1688 2.2708 -0.2142 0.14 0.21 0.12
C 4.6232 3.6890 0.1180 -0.04 0.00 -0.12
C 4.6202 3.6726 1.6400 0.00 0.14 -0.07
O 4.9558 2.3239 2.0022 0.07 0.07 0.12
H 3.0715 2.2081 -0.2591 0.45 -0.14 0.03
H 4.6021 1.8946 -1.1383 -0.14 -0.12 0.04
H 3.9893 4.4674 -0.3032 0.00 -0.03 0.04
H 5.6391 3.8474 -0.2487 0.00 0.04 0.00
H 3.6362 3.9047 2.0550 -0.03 -0.02 -0.02
H 5.3554 4.3436 2.0789 0.03 -0.08 0.09
O 5.1244 4.0006 -3.9522 0.02 0.01 0.01
C 5.9911 3.1743 -4.0116 0.14 0.29 0.07
C 7.1409 3.1013 -4.9958 -0.02 -0.49 -0.03
C 7.6257 1.6609 -4.8272 0.00 0.09 -0.07
C 7.2544 1.3710 -3.3784 0.16 -0.16 -0.06
O 6.0700 2.1511 -3.1344 -0.04 0.05 -0.03
H 7.8958 3.8313 -4.6993 -0.03 0.06 -0.03
H 6.7954 3.3182 -6.0026 0.00 0.21 0.04
H 8.6841 1.5176 -5.0336 0.01 0.02 0.06
H 7.0604 1.0043 -5.4898 0.00 -0.02 0.02
H 8.0277 1.6942 -2.6783 -0.01 0.03 0.00
H 7.0267 0.3244 -3.1939 -0.13 0.04 0.07
```
Positions in Å, forces in eV/Å.

## Properties
LUMO energy ... 0.35 eV
SMILES string ... C=CC(=O)OCCCCCC[C@@]1(Br)OC(=O)O[C@]1(Cl)CCCCCCCCCCOC.O=C1CCCO1.O=C1CCCO1.O=C1CCCO1.O=C1CCCO1.O=C1CCCO1.O=C1CCCO1.O=C1CCCO1
Highest occupied orbital energy ... -9.18 eV
Energy above the lowest of the compared OMol25 structures with the same formula, charge and spin ... 0.0000 eV